Entry 1:
DFT (ωB97M-V/def2-TZVPD) results for a 9-piece molecular cluster, C26H61NO12 overall.

Results
gap between HOMO and LUMO: 0.3307 Ha
E: -54008.7064 eV
HOMO: -9.67 eV
SMILES string: [H]/N=C/CC1=C(CCOCC)C(=O)OC1=O.CCO.CCO.CCO.CCO.CCO.CCO.CCO.CCO
total charge: 0

CARTESIAN COORDINATES (ANGSTROEM)
C: -0.727 -1.421 -0.065
C: 0.290 -1.180 1.047
O: 1.354 -0.332 0.617
C: 2.636 -0.771 0.991
C: 3.629 0.392 0.957
C: 3.421 1.319 -0.195
C: 2.526 2.291 -0.409
C: 1.431 2.731 0.512
C: 0.787 4.059 0.217
N: 0.377 4.785 1.168
C: 2.860 2.894 -1.739
O: 2.497 3.906 -2.245
O: 3.798 2.077 -2.358
C: 4.332 1.277 -1.367
O: 5.382 0.727 -1.489
H: -0.577 -2.411 -0.492
H: -1.724 -1.418 0.373
H: -0.671 -0.670 -0.853
H: 0.661 -2.149 1.386
H: -0.209 -0.720 1.903
H: 2.969 -1.588 0.338
H: 2.616 -1.174 2.011
H: 4.628 -0.034 0.847
H: 3.606 0.954 1.892
H: 1.798 2.751 1.539
H: 0.654 1.963 0.462
H: 0.668 4.339 -0.829
H: -0.069 5.625 0.802
C: 6.071 2.709 -5.176
C: 6.830 1.415 -5.397
O: 7.542 1.005 -4.237
H: 6.753 3.510 -4.885
H: 5.539 3.013 -6.080
H: 5.341 2.588 -4.374
H: 7.575 1.530 -6.184
H: 6.140 0.620 -5.704
H: 6.905 0.883 -3.523
C: -4.425 -1.769 4.156
C: -3.727 -1.665 2.813
O: -2.311 -1.630 2.939
H: -4.142 -0.933 4.796
H: -5.510 -1.763 4.030
H: -4.146 -2.696 4.665
H: -4.005 -0.737 2.313
H: -4.023 -2.498 2.163
H: -2.025 -2.447 3.366
C: -6.278 1.646 5.685
C: -4.959 1.905 6.383
O: -3.841 1.506 5.592
H: -6.376 0.589 5.440
H: -7.115 1.929 6.323
H: -6.342 2.217 4.754
H: -4.898 1.322 7.302
H: -4.866 2.963 6.649
H: -3.861 2.013 4.775
C: 3.880 3.046 -8.779
C: 3.390 4.471 -8.599
O: 1.968 4.543 -8.566
H: 3.488 2.623 -9.705
H: 4.971 3.007 -8.812
H: 3.534 2.417 -7.957
H: 3.709 5.095 -9.433
H: 3.802 4.904 -7.680
H: 1.678 4.008 -7.819
C: 1.680 -5.455 3.331
C: 1.114 -4.112 3.749
O: -0.307 -4.079 3.650
H: 1.376 -5.694 2.311
H: 2.770 -5.453 3.384
H: 1.311 -6.252 3.981
H: 1.475 -3.325 3.089
H: 1.424 -3.865 4.769
H: -0.660 -4.760 4.233
C: 1.380 -5.035 -2.742
C: 1.666 -3.779 -1.942
O: 1.335 -3.932 -0.563
H: 0.329 -5.312 -2.651
H: 1.613 -4.887 -3.797
H: 1.980 -5.872 -2.376
H: 1.057 -2.949 -2.300
H: 2.718 -3.492 -2.044
H: 1.865 -4.655 -0.212
C: -9.800 -0.496 8.982
C: -9.089 -0.386 7.646
O: -7.672 -0.399 7.785
H: -9.495 0.317 9.642
H: -10.882 -0.455 8.853
H: -9.552 -1.438 9.475
H: -9.330 0.560 7.163
H: -9.407 -1.193 6.977
H: -7.421 -1.232 8.197
C: -0.248 0.329 -5.723
C: 1.033 1.032 -6.128
O: 0.868 1.811 -7.312
H: -0.601 -0.312 -6.531
H: -0.092 -0.282 -4.832
H: -1.035 1.055 -5.503
H: 1.812 0.307 -6.359
H: 1.395 1.666 -5.310
H: 0.179 2.463 -7.144


Entry 2:
DFT (ωB97M-V/def2-TZVPD) results for a 3-piece molecular cluster, C5H17N4 overall at a distorted geometry.

Results
gap between HOMO and LUMO (spin up / spin down): 0.2093 / 0.3102 Ha
E: -11406.2892 eV
HOMO (spin up / spin down): -8.82 / -13.94 eV
⟨S²⟩: 2.005
multiplicity: 3
total charge: +1

CARTESIAN COORDINATES (ANGSTROEM)
C: 4.361 -1.022 0.546
C: -1.586 2.438 0.785
C: 0.600 -0.873 -1.046
C: -3.545 -0.969 0.541
C: 4.355 -0.061 -0.361
N: -0.814 1.177 0.329
N: 1.076 0.194 -0.126
N: -2.487 -0.796 -0.502
N: 0.415 1.192 0.299
H: -1.983 -1.626 -0.863
H: 4.930 -1.848 0.430
H: 3.905 -0.737 1.515
H: -1.004 3.309 0.845
H: -2.503 2.558 0.239
H: -2.086 2.299 1.782
H: -0.155 -0.327 -1.605
H: 1.552 -1.403 -1.498
H: 0.090 -1.804 -0.619
H: -2.988 -1.261 1.470
H: -4.100 0.014 0.664
H: -4.335 -1.632 0.207
H: 4.790 0.097 -1.258
H: 3.656 0.772 -0.208
H: -1.373 0.303 -0.010
H: 2.038 0.451 -0.150
H: -2.809 -0.448 -1.404


Entry 3:
DFT (ωB97M-V/def2-TZVPD) results for C5H9NO2 as an isolated structure at a distorted geometry.

Results
gap between HOMO and LUMO (spin up / spin down): 0.3022 / 0.2809 Ha
E: -10909.1239 eV
HOMO (spin up / spin down): -8.46 / -8.10 eV
total charge: 0

CARTESIAN COORDINATES (ANGSTROEM)
C: -1.284 -1.605 0.809
C: 0.800 -0.145 -1.732
C: -0.202 1.352 0.042
C: 0.278 0.083 -0.337
C: -0.944 2.306 0.507
O: -1.153 -0.770 -0.311
O: 2.338 -0.390 0.468
N: 1.072 0.128 0.789
H: 2.807 -0.317 1.310
H: -0.899 -2.609 0.589
H: -2.338 -1.683 1.099
H: -0.714 -1.220 1.670
H: 1.609 0.549 -1.968
H: -0.002 0.012 -2.452
H: 1.189 -1.160 -1.794
H: -2.009 2.160 0.663
H: -0.548 3.308 0.648


Entry 4:
DFT (ωB97M-V/def2-TZVPD) results for C44H44CrFIN5OS4 as an isolated structure at a distorted geometry.

Results
gap between HOMO and LUMO (spin up / spin down): 0.2140 / 0.2303 Ha
E: -138420.5931 eV
HOMO (spin up / spin down): -3.90 / -4.35 eV
⟨S²⟩: 6.033
multiplicity: 5
total charge: -1

CARTESIAN COORDINATES (ANGSTROEM)
Cr: 5.058 -9.276 21.401
S: 2.277 -10.918 23.653
C: 2.721 -9.364 23.348
N: 3.248 -8.680 22.297
C: 3.042 -7.299 22.353
C: 2.850 -6.470 21.214
C: 2.296 -5.198 21.426
C: 1.987 -4.714 22.725
C: 2.202 -5.533 23.834
C: 2.606 -6.882 23.659
S: 2.404 -8.213 24.714
H: 3.276 -6.735 20.261
H: 2.166 -4.566 20.591
H: 1.647 -3.659 22.846
H: 1.993 -5.219 24.873
C: 5.989 -14.947 22.371
C: 5.319 -13.565 22.316
C: 3.878 -13.695 21.782
C: 5.306 -12.766 23.658
C: 4.853 -13.412 24.806
C: 4.748 -12.706 25.971
C: 5.238 -11.431 26.031
C: 5.920 -10.791 24.947
C: 6.943 -9.681 25.204
C: 6.417 -8.518 26.008
C: 8.182 -10.249 25.959
C: 5.763 -11.408 23.701
N: 6.162 -10.804 22.456
C: 7.426 -11.133 22.023
C: 8.297 -11.926 22.842
C: 9.533 -12.357 22.430
C: 10.005 -12.151 21.141
C: 9.192 -11.328 20.353
C: 8.097 -10.673 20.884
F: 7.734 -9.545 20.164
H: 6.239 -15.366 21.360
H: 5.445 -15.787 22.860
H: 6.923 -14.885 22.966
H: 5.909 -12.956 21.571
H: 3.266 -14.471 22.316
H: 3.889 -13.984 20.655
H: 3.320 -12.734 21.892
H: 4.560 -14.484 24.785
H: 4.264 -13.201 26.808
H: 5.160 -10.938 27.017
H: 7.245 -9.405 24.171
H: 6.347 -8.809 27.081
H: 5.447 -8.156 25.686
H: 7.117 -7.626 26.028
H: 7.837 -10.945 26.772
H: 8.828 -9.443 26.442
H: 8.857 -10.846 25.355
H: 8.059 -12.063 23.896
H: 10.230 -12.813 23.161
H: 10.854 -12.675 20.751
H: 9.522 -11.128 19.289
S: 6.212 -7.618 22.676
C: 7.195 -6.527 21.799
N: 7.120 -5.185 21.973
C: 7.705 -4.226 21.057
C: 9.082 -4.738 20.678
C: 8.983 -6.163 20.161
N: 8.250 -6.970 21.101
H: 6.434 -4.902 22.681
H: 7.740 -3.310 21.594
H: 7.118 -4.101 20.143
H: 9.813 -4.622 21.507
H: 9.446 -4.068 19.852
H: 10.016 -6.615 20.002
H: 8.417 -6.136 19.189
H: 8.289 -7.995 20.992
I: -0.327 -11.148 18.920
C: 1.759 -10.871 18.810
C: 2.476 -11.541 17.811
C: 3.854 -11.762 18.008
C: 4.465 -11.225 19.126
N: 3.807 -10.605 20.097
C: 2.469 -10.429 19.941
H: 1.986 -11.949 16.890
H: 4.460 -12.236 17.214
H: 5.533 -11.293 19.224
H: 2.015 -9.811 20.736
C: 5.339 -4.075 11.784
C: 5.458 -5.015 12.996
O: 4.496 -5.414 13.641
S: 7.165 -5.308 13.424
C: 6.777 -6.050 14.922
C: 6.030 -5.278 15.922
C: 5.760 -5.834 17.175
C: 6.130 -7.161 17.453
C: 6.924 -7.893 16.558
C: 7.242 -7.284 15.344
C: 5.574 -7.740 18.621
C: 5.285 -8.307 19.725
H: 5.756 -4.590 10.913
H: 5.828 -3.091 11.946
H: 4.237 -3.935 11.522
H: 5.606 -4.285 15.673
H: 5.294 -5.277 17.969
H: 7.165 -8.942 16.837
H: 7.856 -7.891 14.668


Entry 5:
DFT (ωB97M-V/def2-TZVPD) results for C16H46BeF6N3O9P as an isolated structure at a distorted geometry.

Results
gap between HOMO and LUMO: 0.1008 Ha
E: -66226.9564 eV
HOMO: -9.15 eV
total charge: 0

CARTESIAN COORDINATES (ANGSTROEM)
Be: 0.225 -4.049 -0.343
P: 2.693 3.351 0.258
F: 2.620 2.988 1.850
F: 1.866 1.982 -0.122
F: 1.283 4.155 0.415
F: 2.838 3.814 -1.301
F: 3.565 4.695 0.641
F: 4.091 2.550 0.117
O: -0.840 0.157 -0.041
C: -0.824 -1.137 -0.345
O: 0.092 -1.572 -1.090
O: -1.649 -1.986 0.101
H: -0.125 0.447 -0.635
C: -4.782 -3.011 -3.891
C: -4.049 -2.146 -2.885
C: -4.864 -0.930 -2.451
O: -4.879 0.074 -3.458
C: -3.630 0.754 -3.573
N: -3.791 -2.981 -1.723
H: -4.137 -3.796 -4.286
H: -5.190 -2.468 -4.746
H: -5.682 -3.483 -3.490
H: -3.089 -1.861 -3.315
H: -4.519 -0.614 -1.457
H: -5.877 -1.131 -2.088
H: -3.683 1.483 -4.381
H: -2.817 0.076 -3.835
H: -3.437 1.299 -2.646
H: -3.254 -2.414 -1.067
H: -4.621 -3.131 -1.157
C: -1.601 1.463 4.021
C: -0.878 2.362 2.998
C: -0.378 3.717 3.560
O: -1.534 4.501 3.804
C: -1.232 5.595 4.637
N: 0.231 1.547 2.464
H: -2.379 1.993 4.578
H: -0.995 1.205 4.895
H: -2.055 0.536 3.669
H: -1.483 2.558 2.109
H: 0.255 4.258 2.853
H: 0.239 3.489 4.435
H: -2.092 6.251 4.758
H: -0.332 6.126 4.318
H: -1.013 5.223 5.644
H: -0.269 0.895 1.867
H: 0.818 2.128 1.872
C: 3.356 0.081 -2.549
C: 3.830 -0.798 -1.408
C: 5.253 -0.554 -0.914
O: 5.617 -1.450 0.136
C: 6.305 -2.579 -0.291
N: 2.914 -0.663 -0.299
H: 3.814 -0.137 -3.515
H: 3.634 1.093 -2.240
H: 2.283 0.113 -2.747
H: 3.740 -1.812 -1.812
H: 5.442 0.466 -0.574
H: 6.001 -0.623 -1.710
H: 7.136 -2.324 -0.961
H: 5.691 -3.238 -0.916
H: 6.762 -3.101 0.547
H: 2.038 -0.894 -0.751
H: 2.791 0.319 -0.076
C: 0.423 -1.640 3.239
O: 1.522 -0.838 2.887
H: 0.789 -2.620 3.546
H: -0.031 -1.167 4.114
H: -0.330 -1.760 2.451
H: 1.278 0.112 2.944
C: 1.935 -3.449 -3.281
O: 1.726 -4.574 -2.432
H: 1.670 -2.530 -2.759
H: 2.952 -3.279 -3.637
H: 1.286 -3.543 -4.152
H: 2.196 -5.364 -2.712
C: -3.678 0.569 1.413
O: -3.162 -0.656 1.893
H: -4.155 1.173 2.186
H: -2.908 1.273 1.083
H: -4.365 0.442 0.574
H: -2.594 -1.008 1.180